Record 1
Entry from the OMol25 dataset: C11H10ClNO2 in the gas phase (wB97M-V/def2-TZVPD).

As for the largest force on an atom: 0.8 eV/A. The calculation puts the energy above the lowest of the compared OMol25 structures with the same formula, charge and spin at 1.85 kJ/mol. For the gap between HOMO and LUMO, the calculation gives 8.77 eV. As for the structure (SMILES): COc1ccc2cc(CO)c(Cl)nc2c1. Its net charge is 0.

Structure (XYZ):
```
25
Properties=species:S:1:pos:R:3:forces:R:3
C 3.7551 -0.0955 3.2087 0.00 0.14 0.20
O 3.7112 -0.9014 2.0539 -0.02 -0.20 -0.30
C 2.6384 -0.7954 1.2336 -0.32 0.21 0.01
C 2.6753 -1.6389 0.0961 0.00 -0.06 -0.09
C 1.6603 -1.6354 -0.8122 0.21 -0.02 0.15
C 0.5467 -0.7877 -0.6373 -0.15 0.33 0.33
C -0.5397 -0.7289 -1.5293 -0.21 0.24 0.13
C -1.5917 0.1215 -1.2924 0.14 -0.25 -0.18
C -2.7772 0.2141 -2.2182 -0.20 0.32 0.19
O -2.8372 -0.8184 -3.1669 0.10 -0.35 -0.22
C -1.5014 0.9199 -0.1299 0.62 -0.30 0.16
Cl -2.7727 2.0321 0.2236 -0.38 0.29 0.01
N -0.5225 0.8983 0.7189 -0.38 0.33 0.11
C 0.5114 0.0598 0.5018 0.07 -0.46 -0.60
C 1.5667 0.0436 1.4309 0.48 -0.15 0.23
H 3.7509 0.9683 2.9529 -0.02 -0.04 0.00
H 4.6903 -0.3449 3.7069 -0.08 0.05 0.00
H 2.9169 -0.3116 3.8778 0.02 0.01 -0.03
H 3.5350 -2.2796 -0.0206 0.09 -0.09 -0.04
H 1.6954 -2.2805 -1.6778 0.04 -0.08 -0.07
H -0.5397 -1.3499 -2.4146 -0.04 -0.03 -0.07
H -2.7123 1.1432 -2.7947 -0.10 -0.06 0.11
H -3.7000 0.2576 -1.6214 0.15 0.05 -0.13
H -2.9558 -1.6573 -2.7075 -0.04 0.05 -0.02
H 1.4887 0.7062 2.2763 0.02 0.06 0.11
```
Positions in Å, forces in eV/Å.


Record 2
Entry from the OMol25 dataset: a molecular structure, C20H30O15Ti (wB97M-V/def2-TZVPD).

As for the largest force on an atom: 5.7 eV/A. As for the multiplicity: 4. As for the expectation value of S²: 3.75. The calculation puts the energy above the lowest of the compared OMol25 structures with the same formula, charge and spin at 0.00 kJ/mol. For the gap between HOMO and LUMO (spin up / spin down), the calculation gives 4.31 / 11.46 eV. Its net charge is +1.

Structure (XYZ):
```
66
Properties=species:S:1:pos:R:3:forces:R:3
Ti 3.8000 12.7833 27.6739 0.07 -0.22 -0.28
C 7.7701 8.4098 24.8320 0.54 0.73 0.47
C 7.8258 9.8290 25.5178 2.21 -2.30 -3.39
C 7.4438 11.0125 24.6198 0.04 0.95 -1.03
O 6.1935 11.4426 25.1717 0.69 1.72 -2.15
C 6.0542 10.9225 26.3010 -3.11 -1.94 3.63
O 5.1093 11.1815 27.0524 2.20 -0.89 -0.51
O 6.9217 9.8879 26.4980 -3.09 1.19 3.32
H 8.6521 8.2441 24.2133 -0.08 0.36 -0.33
H 6.8691 8.2061 24.2533 -0.05 0.09 0.17
H 7.9227 7.6808 25.6278 -0.49 -0.07 0.08
H 8.8175 9.8132 25.9700 0.18 0.87 -0.21
H 7.1545 10.8537 23.5810 0.74 -0.66 -0.04
H 8.0830 11.8946 24.6573 0.37 -0.29 0.07
C -1.6980 11.1973 30.6556 0.11 0.85 -0.23
C -0.1780 11.3937 30.8548 -3.43 -2.06 4.02
C 0.5246 10.0715 30.5026 -1.00 2.55 0.49
O 1.0257 10.6159 29.3115 2.74 -2.44 -2.47
C 1.0986 11.9322 29.2580 -0.14 1.36 -3.28
O 1.5696 12.5979 28.3511 0.46 -1.23 0.93
O 0.3245 12.4788 30.1407 -0.05 -0.06 1.61
H -2.1064 10.5043 31.3912 0.15 0.10 0.11
H -1.9699 10.8101 29.6736 0.39 -0.16 -0.19
H -2.2277 12.1479 30.7178 0.02 0.03 0.32
H 0.0264 11.4558 31.9237 -0.29 1.17 0.12
H -0.2320 9.2912 30.4208 0.36 -0.06 -0.84
H 1.2361 9.7770 31.2741 0.63 0.06 -0.63
C 3.4380 13.9797 32.1120 -0.67 0.17 -0.89
C 3.1179 15.2239 31.1164 -0.04 -2.33 1.07
C 4.2142 16.2878 31.0904 -0.46 -0.66 -0.51
O 4.4496 16.3571 29.6899 2.39 2.79 -0.21
C 3.9886 15.3972 28.9687 -2.94 -0.40 1.42
O 4.1443 15.2235 27.8021 0.15 -0.78 -0.45
O 3.0486 14.7394 29.7457 1.17 -0.63 -0.18
H 3.4324 14.1035 33.1949 0.35 1.16 -0.07
H 4.3548 13.4669 31.8211 0.29 0.57 -0.10
H 2.7263 13.1549 32.0764 -0.62 0.25 -0.81
H 2.1328 15.6807 31.2114 0.09 -0.16 0.78
H 5.1851 16.0406 31.5196 -0.34 -0.16 0.44
H 3.8095 17.2197 31.4853 0.41 0.15 -0.31
C 2.6458 8.2978 22.9084 -0.28 0.88 0.63
C 2.9787 9.7701 22.9364 -1.05 -0.29 -0.49
C 1.8226 10.6517 22.4813 0.38 0.35 -0.94
O 1.8398 11.7222 23.4310 -0.51 0.09 0.06
C 2.6444 11.4017 24.4633 0.62 2.75 0.13
O 3.0026 12.2293 25.2903 -0.95 -1.77 -0.79
O 3.0769 10.1684 24.3116 1.49 -0.82 0.73
H 1.8528 8.2732 23.6557 -0.09 -0.72 0.02
H 3.5054 7.7234 23.2536 -0.24 -0.31 -0.37
H 2.2077 8.0230 21.9489 0.44 -0.29 -0.01
H 3.8657 10.0169 22.3528 0.35 0.14 0.49
H 0.8665 10.1402 22.3707 -0.16 0.06 0.75
H 2.0206 11.0718 21.4952 0.07 0.17 0.07
C 4.7619 9.8456 33.6113 -0.63 -0.28 -0.10
C 5.1831 9.4019 32.2117 -0.77 1.08 1.39
C 4.1736 8.6450 31.3957 -1.16 0.86 0.39
O 3.6830 9.6333 30.4930 1.11 0.86 -1.37
C 4.4624 10.8099 30.5573 -3.31 0.12 -0.11
O 4.1883 11.8043 29.9208 0.64 -1.22 -0.12
O 5.1845 10.7944 31.6367 2.41 -1.85 -0.58
H 5.4878 10.5783 33.9640 0.18 -0.61 0.56
H 4.4091 9.0724 34.2938 0.91 -0.20 0.19
H 3.8603 10.4475 33.4974 -0.19 0.06 -0.34
H 6.0434 8.7420 32.1004 1.10 1.43 0.38
H 3.3189 8.3723 32.0146 0.00 -0.38 -0.03
H 4.6260 7.7603 30.9476 -0.31 0.23 -0.53
```
Positions in Å, forces in eV/Å.


Record 3
Entry from the OMol25 dataset: C3H4F2OS in the gas phase (wB97M-V/def2-TZVPD).

As for the largest force on an atom: 6.3 eV/A. The calculation puts the energy above the lowest of the compared OMol25 structures with the same formula, charge and spin at 334.90 kJ/mol. For the gap between HOMO and LUMO, the calculation gives 9.20 eV. As for the structure (SMILES): FC(F)[C@@H]1O[C@H]1S. Its net charge is 0.

Structure (XYZ):
```
11
Properties=species:S:1:pos:R:3:forces:R:3
F 2.6314 -0.3479 0.4785 0.68 -0.19 0.08
C 1.5386 0.1040 -0.1820 -0.40 0.90 2.70
F 1.6857 1.5039 -0.1603 -0.44 -1.22 -0.13
C 0.3152 -0.4353 0.5040 -2.33 3.36 -3.69
O -0.5634 -1.1156 -0.3985 -1.10 -1.12 0.60
C -1.1494 0.1281 -0.5345 2.13 -2.04 5.61
S -2.6197 0.6287 0.3762 1.06 -1.13 -0.42
H 1.5369 -0.2557 -1.1550 0.24 -0.31 -2.09
H 0.0170 -0.2132 1.5037 0.01 -0.41 0.59
H -1.0232 0.5382 -1.4219 0.96 2.16 -3.89
H -2.3691 -0.5350 0.9897 -0.82 -0.01 0.64
```
Positions in Å, forces in eV/Å.


Record 4
Entry from the OMol25 dataset: C25H21N3O4 in the gas phase (wB97M-V/def2-TZVPD).

As for the largest force on an atom: 1.2 eV/A. The calculation puts the energy above the lowest of the compared OMol25 structures with the same formula, charge and spin at 0.00 kJ/mol. For the gap between HOMO and LUMO, the calculation gives 8.33 eV. As for the structure (SMILES): COc1ccc(/C=N/NC(=O)c2ccc(COc3cccc4cccnc34)cc2)cc1O. Its net charge is 0.

Structure (XYZ):
```
53
Properties=species:S:1:pos:R:3:forces:R:3
C 6.3494 3.3885 0.2863 0.28 0.14 -0.04
O 5.0447 2.9247 0.5302 -0.52 -0.45 0.00
C 4.7347 1.6348 0.1723 -0.05 0.04 0.03
C 5.5942 0.7332 -0.4317 0.04 0.39 0.13
C 5.1547 -0.5424 -0.7433 -0.36 -0.30 0.01
C 3.8525 -0.9386 -0.4533 0.36 0.78 0.18
C 3.4036 -2.2703 -0.7922 -0.28 -0.89 -0.25
N 2.2137 -2.6422 -0.5365 0.33 0.72 0.33
N 1.7988 -3.8655 -0.8700 0.69 -0.81 -0.60
C 0.5506 -4.3647 -0.5864 0.04 -0.09 -0.02
O 0.3088 -5.5276 -0.8427 -0.03 0.02 0.05
C -0.4182 -3.4395 0.0485 -0.37 0.12 0.17
C -1.3043 -3.9739 0.9809 0.20 -0.08 -0.14
C -2.2185 -3.1612 1.6221 0.00 0.13 0.00
C -2.2691 -1.8004 1.3436 -0.14 0.02 0.05
C -3.2707 -0.9099 2.0356 0.42 -0.10 0.41
O -4.4435 -0.7464 1.2416 -0.20 0.17 -0.03
C -4.5570 0.1818 0.2658 -0.50 -0.07 -0.40
C -5.6125 -0.0397 -0.6020 0.33 -0.11 0.37
C -5.9293 0.8455 -1.6307 0.11 0.28 -0.13
C -5.1893 1.9806 -1.8203 -0.16 -0.05 -0.10
C -4.1060 2.2541 -0.9685 0.00 -0.28 0.19
C -3.3162 3.4155 -1.1164 0.23 0.05 0.19
C -2.2773 3.6518 -0.2607 -0.24 0.06 -0.31
C -2.0268 2.7072 0.7476 0.03 -0.08 0.09
N -2.7322 1.6249 0.9142 0.21 0.10 0.33
C -3.7701 1.3605 0.0929 -0.17 0.23 -0.39
C -1.4092 -1.2778 0.3845 -0.04 0.02 -0.01
C -0.4952 -2.0856 -0.2637 -0.10 -0.06 -0.05
C 2.9853 -0.0285 0.1600 0.18 0.19 0.01
C 3.4127 1.2451 0.4688 0.27 -0.03 -0.11
O 2.5622 2.1250 1.0570 -0.01 0.08 0.03
H 6.3716 4.4136 0.6530 0.06 -0.07 -0.05
H 7.0919 2.7936 0.8268 -0.04 0.01 -0.03
H 6.5827 3.3806 -0.7828 -0.01 -0.02 0.04
H 6.6090 1.0131 -0.6662 0.08 0.07 0.00
H 5.8357 -1.2335 -1.2171 0.06 -0.09 -0.05
H 4.1262 -2.9347 -1.2832 -0.08 -0.01 0.02
H 2.4509 -4.5283 -1.3028 -0.31 0.19 0.16
H -1.2565 -5.0308 1.1967 0.00 -0.09 0.00
H -2.8966 -3.5838 2.3491 -0.07 -0.04 0.09
H -3.6332 -1.3908 2.9490 0.07 0.04 -0.13
H -2.8258 0.0599 2.2671 -0.16 -0.37 0.06
H -6.2004 -0.9319 -0.4523 -0.03 -0.10 0.04
H -6.7646 0.6219 -2.2772 -0.07 0.00 -0.06
H -5.4238 2.6778 -2.6111 -0.03 0.06 -0.08
H -3.5513 4.1046 -1.9163 -0.01 0.05 -0.04
H -1.6558 4.5293 -0.3492 0.04 0.07 -0.02
H -1.2056 2.8406 1.4405 0.11 0.10 0.03
H -1.4492 -0.2241 0.1560 0.01 0.06 -0.04
H 0.1542 -1.6635 -1.0135 -0.02 0.04 0.00
H 1.9769 -0.3237 0.3963 -0.18 -0.01 0.06
H 3.0429 2.9514 1.2037 -0.01 -0.06 -0.02
```
Positions in Å, forces in eV/Å.


Record 5
Entry from the OMol25 dataset: H6NPSi in the gas phase (wB97M-V/def2-TZVPD).

As for the largest force on an atom: 3.2 eV/A. The calculation puts the energy above the lowest of the compared OMol25 structures with the same formula, charge and spin at 156.73 kJ/mol. For the gap between HOMO and LUMO, the calculation gives 9.51 eV. As for the structure (SMILES): NP[SiH3]. Its net charge is 0.

Structure (XYZ):
```
9
Properties=species:S:1:pos:R:3:forces:R:3
N -1.7289 -0.7277 0.2193 1.39 0.84 2.79
P -0.7737 0.7661 0.0494 -0.40 -0.82 1.14
Si 1.4167 0.1780 0.1381 2.54 1.97 -0.21
H -2.2649 -0.5911 1.0722 0.10 -0.40 0.19
H -2.4228 -0.8134 -0.4508 -1.29 -0.09 -2.00
H -0.6358 0.4370 -1.2402 0.40 0.35 -2.21
H 2.0089 1.6920 -0.5508 -0.97 -2.29 1.06
H 2.2851 -0.0558 1.3884 -1.07 0.51 -0.25
H 2.1156 -0.8852 -0.6257 -0.69 -0.07 -0.50
```
Positions in Å, forces in eV/Å.


Record 6
Entry from the OMol25 dataset: 3 unconnected molecules or ions with the total composition C11H25F2NO12P2S2 (wB97M-V/def2-TZVPD).

As for the largest force on an atom: 9.6 eV/A. For the gap between HOMO and LUMO, the calculation gives 6.67 eV. As for the structure (SMILES): C#CCCCN(S(=O)(=O)F)S(=O)(=O)F.COP(=O)(OC)OC.COP(=O)(OC)OC. Its net charge is 0.

Structure (XYZ):
```
55
Properties=species:S:1:pos:R:3:forces:R:3
C 5.1378 -4.0287 -2.2342 -5.94 1.34 3.74
C 3.9253 -3.9404 -1.7010 5.41 0.32 -2.61
C 2.4062 -3.5792 -1.2327 1.48 -0.66 -1.66
C 1.5245 -3.4360 -2.6082 0.86 0.51 -0.07
C 0.1261 -2.7013 -2.2573 1.86 1.18 0.53
N -1.0957 -3.3620 -2.8469 -0.83 -0.70 0.93
S -2.5154 -2.4753 -2.2831 -2.77 5.50 5.79
O -2.9050 -2.8623 -0.8592 1.03 -0.41 -5.38
O -2.2566 -0.9677 -2.2316 -0.19 -5.28 -2.14
F -3.8095 -2.6808 -3.3779 3.33 -0.29 2.02
S -1.2540 -5.0273 -2.3929 -3.22 -7.38 -2.80
O -2.7107 -5.4794 -2.2794 4.84 3.10 0.68
O -0.6101 -5.9839 -3.3979 -0.50 4.41 3.72
F -0.4609 -5.2080 -0.9118 -1.38 0.96 -2.70
H 6.2743 -3.8433 -2.3648 -2.73 -0.72 0.13
H 2.0017 -4.4066 -0.5426 0.66 1.47 -1.04
H 2.4676 -2.5487 -0.7289 -0.15 -1.69 -0.56
H 1.4275 -4.4245 -3.1854 0.02 1.41 1.13
H 2.1526 -2.7287 -3.2919 -1.31 -1.29 1.16
H 0.0371 -2.6706 -1.1012 -0.04 0.20 -1.95
H 0.1923 -1.6348 -2.7247 -0.49 -1.99 1.09
C 0.3600 -1.5232 5.5204 0.14 -0.24 0.70
O 0.8889 -0.6127 4.5703 0.97 -2.78 -1.21
P 0.5996 -0.8498 2.8881 -4.18 8.52 -1.15
O 1.0115 0.5912 2.6044 0.99 -1.37 0.34
O -1.0219 -0.9578 3.1640 0.44 -1.03 -0.57
C -1.7294 0.1261 3.7467 -0.01 0.14 0.60
O 0.3216 -1.1781 1.2223 2.22 -3.18 1.00
C -0.5545 -0.3367 0.4888 -0.83 0.45 0.21
H 1.1546 -1.8171 6.2107 -0.06 -0.04 -0.10
H -0.4170 -1.0140 6.1008 0.01 -0.06 -0.17
H -0.0576 -2.4136 5.0497 -0.12 0.09 0.15
H -1.0766 0.9543 4.0330 0.07 -0.14 -0.11
H -2.2491 -0.2409 4.6305 -0.07 0.06 0.08
H -2.4732 0.4852 3.0338 0.09 -0.11 -0.12
H -0.3297 0.7207 0.6340 0.16 -0.13 0.12
H -1.5925 -0.5408 0.7611 0.03 0.02 -0.04
H -0.4326 -0.5664 -0.5710 0.18 -0.13 0.24
C 0.1069 6.3269 -2.7906 -0.03 0.40 -0.60
O 0.3476 4.9785 -2.4234 2.70 1.39 0.89
P 0.9061 4.5985 -0.8378 -7.26 -5.87 2.15
O 0.5103 3.1384 -1.0385 1.32 0.84 -0.66
O -0.3320 5.4603 -0.1716 1.03 0.45 0.34
C -1.6813 5.1036 -0.4298 -0.28 0.14 -0.52
O 1.5283 4.2946 0.7363 2.90 2.13 -1.71
C 0.6979 3.6634 1.6955 -0.85 0.12 0.31
H 0.5946 6.5263 -3.7482 0.01 0.02 0.12
H -0.9708 6.4671 -2.9277 0.11 -0.02 0.14
H 0.4764 7.0297 -2.0434 -0.19 0.04 -0.07
H -1.7738 4.2799 -1.1419 0.17 0.03 0.08
H -2.1960 5.9777 -0.8260 -0.12 0.02 -0.04
H -2.1568 4.8202 0.5104 0.16 0.00 0.06
H 0.2157 2.7697 1.2985 0.14 0.13 -0.16
H -0.0550 4.3635 2.0658 -0.04 -0.02 -0.04
H 1.3247 3.3645 2.5383 0.23 0.12 -0.29
```
Positions in Å, forces in eV/Å.


Number 1: molar mass 223.7 g mol⁻¹. Number 2: molar mass 558.3 g mol⁻¹. Number 3: molar mass 126.1 g mol⁻¹. Number 4: molar mass 427.5 g mol⁻¹. Number 5: molar mass 79.1 g mol⁻¹. Number 6: molar mass 527.4 g mol⁻¹.